{
  "formula": "C19H23ClN2O4S",
  "method": "the ωB97M-V functional and the def2-TZVPD basis",
  "symbols": ["C", "C", "C", "C", "C", "C", "C", "Cl", "H", "N", "C", "O", "C", "H", "H", "S", "O", "C", "C", "O", "N", "H", "C", "C", "H", "H", "H", "C", "H", "H", "C", "C", "C", "C", "C", "O", "H", "H", "H", "H", "H", "H", "H", "H", "H", "H", "H", "H", "H", "H"],
  "xyz": [[5.34306, -2.07993, 0.12991], [3.87848, -1.85466, -0.49051], [2.92616, -2.96702, -0.52441], [1.79136, -2.78612, -0.99515], [1.47966, -1.41678, -1.60922], [2.40639, -0.55627, -1.54731], [3.71536, -0.74092, -0.90707], [4.69742, 0.66203, -1.29081], [2.07175, 0.36742, -2.17145], [0.13258, -1.40059, -2.08892], [-1.01235, -2.24235, -1.77420], [-0.98077, -2.95521, -0.95706], [-2.18812, -1.38678, -2.39515], [-2.70531, -2.49159, -2.99466], [-2.09126, -0.63343, -3.10729], [-3.45873, -1.37815, -0.95054], [-4.78489, -1.17503, -1.63063], [-3.06695, 0.48452, -0.69988], [-1.77971, 0.63616, -0.61700], [-0.86274, 0.90839, -1.31492], [-1.21952, 0.31955, 0.62940], [-1.90235, -0.18876, 1.45386], [0.06462, 0.17009, 1.16370], [0.47482, -1.22744, 1.87180], [1.46670, -1.16617, 1.64359], [0.06978, -1.85148, 1.05951], [-0.02057, -1.07815, 2.78730], [0.24618, 1.30332, 2.10004], [1.45414, 1.27955, 2.64134], [-0.33286, 1.24827, 3.14933], [0.03918, 2.74647, 1.54199], [-1.31237, 3.15465, 1.29696], [-2.04455, 3.64418, 0.35444], [-3.30885, 3.79524, 0.72507], [-3.41765, 3.14580, 1.93803], [-2.37122, 2.57044, 2.28799], [-4.32544, 2.99607, 2.40010], [-4.20187, 3.93125, 0.31244], [-1.55091, 3.99638, -0.55545], [0.67524, 2.74449, 0.69863], [0.41859, 3.54698, 2.53835], [0.80591, 0.25724, 0.43689], [-3.62561, 0.80279, 0.08111], [-3.31850, 1.10952, -1.60620], [0.12175, -0.63898, -2.73257], [1.02226, -3.56095, -0.90469], [3.36703, -3.80873, 0.06616], [5.48863, -1.17567, 0.95921], [5.49214, -3.05942, 0.33106], [6.23388, -2.00022, -0.73311]],
  "atomic_forces_ev_per_a": [[0.483, 4.898, -2.255], [6.455, -10.245, 5.352], [8.027, -0.215, 4.043], [-6.661, 1.601, -2.780], [-4.213, -8.908, 2.254], [1.369, 6.259, -2.175], [-5.344, 10.456, -6.670], [0.590, -0.640, 0.894], [1.344, -0.872, 1.493], [2.424, 0.011, -0.733], [2.362, 14.579, -9.796], [-1.198, -10.381, 9.546], [-2.751, -9.099, 1.132], [0.907, 3.538, 1.284], [0.276, 1.416, -0.631], [-0.907, 3.502, -3.505], [0.703, -1.301, 1.028], [-6.513, -0.995, -4.634], [10.376, -0.691, 6.792], [1.082, 2.351, -5.409], [-6.085, -4.144, 4.666], [1.767, 2.145, -3.141], [1.357, 0.016, 1.031], [-3.713, 2.562, -4.051], [3.056, -0.433, 1.010], [-0.257, -0.872, 1.244], [0.079, -1.149, 1.535], [2.831, 1.676, 5.576], [-3.300, 0.038, -1.977], [0.697, -0.344, -2.489], [1.588, 0.522, 4.786], [-1.095, -4.075, 3.126], [3.538, 2.407, -4.396], [-2.523, -1.398, 4.019], [-2.374, 1.916, -3.638], [6.191, 0.354, 1.025], [-1.642, -0.543, 1.485], [-3.051, 1.544, -2.515], [-0.351, 0.007, 0.209], [0.613, 1.054, -1.059], [-0.486, -2.284, -3.221], [0.935, 0.476, -1.781], [-1.565, 0.917, 2.557], [-0.746, -1.317, 0.502], [-1.426, 0.306, -0.462], [0.414, 0.501, -0.399], [-1.079, 0.245, -0.922], [0.060, -3.014, -1.957], [0.212, -2.944, 1.987], [-2.457, 0.570, 2.020]],
  "relative_energy_kj_mol": 1459.2,
  "total_energy_ev": -54590.1979,
  "gap_ev": 8.38,
  "multiplicity": 1,
  "homo_energy_ev": -7.996
}

=====

{
  "formula": "C35H43F3O3OsSbSi2Te",
  "method": "the ωB97M-V functional and the def2-TZVPD basis",
  "symbols": ["Os", "C", "O", "C", "C", "C", "C", "C", "C", "O", "C", "O", "C", "H", "H", "H", "H", "H", "H", "H", "H", "H", "F", "C", "C", "C", "C", "C", "C", "Sb", "C", "C", "C", "C", "F", "C", "C", "C", "C", "C", "C", "F", "C", "C", "H", "H", "H", "H", "H", "H", "H", "H", "H", "H", "H", "H", "C", "Si", "C", "C", "C", "Te", "C", "Si", "C", "C", "C", "H", "H", "H", "H", "H", "H", "H", "H", "H", "H", "H", "H", "H", "H", "H", "H", "H", "H", "H", "H", "H", "H"],
  "xyz": [[-0.01823, 0.07000, 0.93549], [5.91639, 2.81593, 2.20896], [5.96054, 1.39835, 2.50978], [4.83778, 0.71905, 2.58949], [4.99669, -0.61055, 3.05632], [3.88075, -1.40570, 3.14397], [2.62554, -0.95954, 2.65798], [1.48016, -1.76567, 2.77778], [1.48685, -3.00600, 3.49483], [0.35511, -1.45133, 2.24006], [2.53920, 0.42746, 2.24320], [1.37751, 1.00432, 1.81598], [3.59975, 1.26813, 2.35104], [6.93462, 3.13481, 2.22175], [5.33407, 3.40812, 2.88324], [5.45746, 2.94301, 1.22333], [5.96664, -0.99262, 3.38158], [3.97416, -2.32490, 3.63488], [2.39446, -3.58564, 3.44973], [0.61246, -3.57493, 3.22241], [1.29200, -2.80978, 4.58416], [3.45184, 2.30887, 2.07124], [-5.30782, -5.53703, 1.51671], [-4.34053, -4.77962, 1.06843], [-3.95549, -3.67502, 1.78334], [-2.94156, -2.89879, 1.23434], [-2.34689, -3.26442, 0.04518], [-2.72937, -4.38369, -0.67182], [-3.75516, -5.17158, -0.12844], [-0.85558, -1.93156, -0.65429], [0.99667, -2.88318, -0.65789], [2.19384, -2.13588, -0.63261], [3.41827, -2.72314, -0.27048], [3.37391, -4.04880, 0.11008], [4.46292, -4.62106, 0.57096], [2.23746, -4.80951, 0.08825], [1.05435, -4.21831, -0.28371], [-1.39435, -1.45561, -2.66011], [-0.47373, -1.56126, -3.71267], [-0.77560, -1.01776, -4.94971], [-2.07877, -0.42988, -5.09334], [-2.38494, -0.00970, -6.26654], [-3.01146, -0.29130, -4.02879], [-2.65096, -0.77947, -2.81838], [-4.42100, -3.47193, 2.73799], [-2.63832, -2.05275, 1.85169], [-2.28781, -4.59802, -1.64161], [-4.25033, -5.99577, -0.61944], [2.21246, -1.11790, -0.94216], [4.36535, -2.15660, -0.24413], [2.17389, -5.83490, 0.40619], [0.16048, -4.80715, -0.31593], [0.48522, -2.04508, -3.65036], [-0.14280, -0.98847, -5.82384], [-3.94620, 0.16516, -4.23362], [-3.38099, -0.69509, -2.01671], [2.71030, 4.60383, -2.73033], [0.97611, 3.97573, -2.64511], [0.66234, 2.48506, -3.67051], [-0.30727, 5.29421, -2.93546], [0.84802, 3.26281, -0.84269], [-0.96005, 2.17326, -0.53180], [-2.11112, 3.32397, 0.90262], [-3.52035, 2.19378, 1.46394], [-4.64261, 1.67388, 0.04612], [-4.51764, 2.83551, 2.88262], [-2.66256, 0.69278, 2.19398], [2.89429, 4.53843, -3.81292], [3.42671, 3.96955, -2.19684], [2.73778, 5.65207, -2.46188], [1.54197, 2.33899, -4.30608], [-0.22353, 2.48425, -4.29656], [0.66544, 1.59626, -2.97899], [-0.37522, 5.53157, -4.00748], [0.03139, 6.21068, -2.40000], [-1.29615, 5.05511, -2.48439], [0.96113, 4.04164, -0.13250], [1.68873, 2.55109, -0.67491], [-2.43132, 4.16280, 0.31121], [-1.38387, 3.73221, 1.62540], [-4.94925, 2.57117, -0.50759], [-5.47941, 1.06234, 0.43487], [-4.05769, 0.98572, -0.60923], [-4.92525, 3.83733, 2.65832], [-3.88306, 2.99549, 3.78157], [-5.37897, 2.23206, 3.08694], [-2.37568, -0.06973, 1.41710], [-3.36122, 0.19541, 2.80378], [-1.82286, 1.02443, 2.82301]],
  "atomic_forces_ev_per_a": [[-0.566, 0.629, 0.474], [-0.346, -0.699, -1.022], [-0.073, 0.704, 0.234], [1.622, -0.161, 0.878], [-0.700, -0.726, -0.029], [0.592, 1.762, -0.472], [-0.195, 1.181, -0.043], [0.000, 1.139, -1.273], [-0.832, -1.132, 2.272], [0.102, -0.147, 0.126], [-1.090, -0.979, 0.319], [0.226, -0.163, 0.134], [-0.293, 0.753, -0.934], [0.539, 0.193, -0.098], [-0.315, -0.020, 0.908], [0.368, 0.021, -0.075], [-0.266, 0.407, -0.161], [0.079, -1.321, 0.334], [0.164, -0.130, -0.183], [-0.061, -0.447, -0.367], [0.397, 0.074, -0.707], [0.145, -0.261, 0.136], [0.213, 0.356, 0.006], [-0.912, -1.420, -0.046], [1.031, 1.543, 0.500], [-1.605, -0.106, 2.387], [1.454, 0.922, -0.423], [-1.807, -1.648, -0.154], [0.979, 0.581, -1.687], [0.277, 0.502, -1.257], [0.946, 0.040, 0.328], [0.251, -0.853, 0.016], [-0.636, 0.712, -0.261], [0.474, -0.047, 0.243], [0.802, -0.171, 0.130], [-1.070, -0.269, 0.011], [-0.296, 0.266, -0.365], [-0.500, 0.417, 0.798], [-0.163, 0.211, -0.664], [-2.179, 0.733, 0.473], [1.232, -0.862, 1.661], [-0.567, 0.620, -1.182], [1.390, -0.228, -1.679], [0.692, -0.940, 0.551], [0.036, 0.128, 0.006], [0.191, -0.111, -0.495], [-0.160, -0.164, 0.167], [0.441, -0.289, -0.249], [-0.081, 0.855, -0.147], [-0.671, -0.402, -0.064], [0.589, -0.247, 0.039], [-0.324, -0.377, 0.168], [0.202, -0.216, 0.539], [0.256, -0.264, 0.098], [-0.727, 0.383, -0.059], [0.299, -0.075, 0.146], [-0.402, -0.424, -0.862], [-0.527, 0.190, 1.146], [0.721, -1.386, 0.154], [0.120, 0.579, 0.861], [0.454, -0.596, -0.947], [0.408, -0.258, -0.048], [0.930, -0.234, -0.122], [-0.611, -0.109, 0.588], [0.961, -0.546, 0.013], [0.769, 1.749, 0.097], [1.012, 0.068, -1.277], [0.496, 0.156, 0.196], [-0.031, 0.360, -0.125], [0.334, 0.125, 0.268], [-0.166, -0.085, -0.190], [-0.140, -0.002, 0.029], [-0.209, 0.522, -0.742], [-0.254, -0.064, 0.370], [-0.216, -0.406, -0.454], [0.449, 0.012, -0.632], [-0.170, 0.719, 0.989], [-0.666, 0.317, -0.106], [-0.339, 0.410, -0.362], [-0.482, -0.451, 0.052], [-0.280, -0.499, -0.018], [0.184, 0.650, -0.215], [-0.411, 0.587, 0.060], [0.128, -0.272, -0.018], [-0.493, -0.351, -0.384], [-0.323, -0.596, 0.291], [0.061, 0.588, 0.436], [-0.846, -0.756, 1.050], [-0.013, -0.251, -0.085]],
  "s_squared": 6.0384,
  "charge": 3,
  "total_energy_ev": -83311.2024,
  "gap_ev": [7.88, 2.93],
  "multiplicity": 5,
  "homo_energy_ev": [-16.073, -16.031]
}

=====

- What is the formula in the first record?
  C19H23ClN2O4S